Density functional theory data (ωB97M-V with the def2-TZVPD basis set) for a structure of composition H10LiO5.

Its frontier orbital gap is 11.6913 eV. The calculation puts the highest occupied orbital energy at -15.1 eV.

Structure (ORCA input):
```
! wB97M-V def2-TZVPD RIJCOSX def2/J DEFGRID3
* xyz 1 1
Li -0.51249 -0.35113 -0.15715
O 0.85381 1.53097 -0.43859
H 0.29474 2.44244 -0.55047
H 1.69894 2.01269 -0.13554
O 1.07851 -1.66840 -0.04966
H 1.85813 -1.22460 -0.15060
H 1.46029 -2.49956 0.16568
O 0.48475 0.12139 2.18411
H 1.23474 -0.48019 2.33546
H 0.97100 0.95819 2.63835
O -2.17711 0.08811 0.72413
H -2.75583 0.19122 -0.04400
H -2.11377 0.86508 1.40442
O -0.73452 -0.58006 -2.24304
H -0.69263 -0.03541 -3.00237
H -0.94856 -1.37072 -2.68074
*
```

---

Density functional theory data (ωB97M-V with the def2-TZVPD basis set) for a structure of composition H10LiO5.

Its frontier orbital gap is 12.2979 eV. The calculation puts the highest occupied orbital energy at -15.6 eV.

Structure (ORCA input):
```
! wB97M-V def2-TZVPD RIJCOSX def2/J DEFGRID3
* xyz 1 1
Li 0.05031 0.02769 -0.13206
O -1.34969 1.26769 0.96194
H -0.78969 2.09269 1.25694
H -2.25169 1.61169 0.95694
O -0.68269 -1.11031 -1.67906
H -1.24269 -1.84831 -1.64406
H -0.06769 -1.71031 -2.27706
O -0.59769 -1.65331 1.09894
H -1.43769 -1.54831 0.95894
H -0.72869 -2.26531 1.86794
O 0.70631 1.69369 -1.29706
H 0.61031 2.64669 -0.87506
H 1.43931 1.90169 -1.93306
O 1.83331 -0.16031 0.66594
H 2.26331 -1.12431 0.75094
H 2.24531 0.17869 1.31894
*
```

---

Density functional theory data (ωB97M-V with the def2-TZVPD basis set) for a structure of composition H10Na5O9S.

Its frontier orbital gap is 3.6854 eV. The calculation puts the highest occupied orbital energy at -13.4 eV.

Structure (ORCA input):
```
! wB97M-V def2-TZVPD RIJCOSX def2/J DEFGRID3
* xyz 3 1
Na 5.30262 2.54168 -0.00725
Na 0.76994 4.69671 -3.18523
Na 2.04397 5.35047 2.88824
Na -2.74275 1.49986 -4.66329
Na -4.37965 3.62544 0.81055
S -0.37646 1.42993 -0.03748
O 0.77447 2.28716 0.14557
O -1.19326 2.06209 -1.00779
O 0.10555 0.16233 -0.57203
O -1.19558 1.20230 1.12064
O 0.70986 -0.63273 -4.61007
H 0.64028 -0.71770 -3.65919
H 0.78591 -1.53290 -4.92652
O 3.86448 -1.39022 -0.31909
H 4.06822 -2.32409 -0.37011
H 2.91337 -1.34636 -0.41756
O -3.06936 -1.46467 4.09763
H -2.78301 -0.85593 3.41670
H -3.54439 -2.14783 3.62448
O 1.24219 -1.18234 3.55538
H 0.69501 -0.48373 3.19655
H 1.39475 -1.77125 2.81636
O -1.87019 -3.36706 -0.60666
H -2.77762 -3.09336 -0.74045
H -1.37842 -2.54785 -0.54931
*
```

---

Density functional theory data (ωB97M-V with the def2-TZVPD basis set) for a structure of composition H10Na6O9S.

Its frontier orbital gap (alpha / beta) is 8.8365 / 4.4321 eV. Its expectation value of S² is 0.754. The calculation puts the highest occupied orbital energy (alpha / beta) at -25.8 / -25.8 eV.

Structure (ORCA input):
```
! wB97M-V def2-TZVPD RIJCOSX def2/J DEFGRID3
* xyz 5 2
Na -2.59074 -2.12452 -1.91999
Na 1.42444 2.28384 -2.20815
Na -1.74766 1.45046 -4.18680
Na 3.43839 0.95394 0.59519
Na -2.46642 2.69204 -0.89014
Na 3.11437 -0.99374 -2.21671
S -0.00739 0.19880 -0.73395
O -0.36435 0.66517 0.63088
O -0.49469 -1.11164 -0.88939
O -0.62542 1.06438 -1.68606
O 1.43890 0.19426 -0.91017
O -0.68478 0.90309 3.47452
H -0.06955 0.37719 3.98555
H -0.48675 0.68629 2.56347
O -2.72351 -0.30084 1.30133
H -3.26235 -0.32034 0.51044
H -1.91570 0.13552 1.03064
O 1.92541 -1.71766 1.02313
H 1.35857 -1.90268 1.77192
H 1.43314 -1.08500 0.50002
O 1.48184 2.28089 1.74574
H 0.79691 1.71816 1.38459
H 1.07720 2.69112 2.51007
O -0.22363 -2.86525 -2.78981
H 0.27286 -3.63697 -2.51743
H -0.09909 -2.23652 -2.07888
*
```

---

Density functional theory data (ωB97M-V with the def2-TZVPD basis set) for a structure of composition H10O17S3Zn.

Its frontier orbital gap is 2.3160 eV. The calculation puts the highest occupied orbital energy at 5.2 eV.

Structure (ORCA input):
```
! wB97M-V def2-TZVPD RIJCOSX def2/J DEFGRID3
* xyz -4 1
Zn -4.76668 15.44702 5.37271
S -3.23461 12.73868 3.91492
O -4.13634 11.70733 3.38508
O -4.02180 13.60570 4.87810
O -2.14972 12.09395 4.66107
O -2.64470 13.57368 2.86277
S -5.45941 15.73879 2.07356
O -5.72630 14.31518 1.98540
O -6.69936 16.48813 1.78681
O -5.07490 16.08256 3.47718
O -4.42722 16.16722 1.12017
S -1.82313 15.88407 6.67409
O -1.03070 17.12876 6.72259
O -1.03838 14.73881 6.23607
O -2.36301 15.70204 8.04242
O -2.96003 16.06846 5.69412
O -5.58412 17.22479 6.03842
H -5.56976 17.84958 6.76801
H -6.08552 17.66018 5.33485
O -4.88220 14.79889 7.38804
H -4.08964 14.60063 7.92032
H -5.61640 14.38516 7.85089
O -6.72930 14.79524 5.05705
H -7.06329 14.07488 4.50515
H -7.50904 15.20678 5.44160
O -5.27716 11.74438 6.38398
H -4.97038 11.04400 5.80053
H -4.80060 12.54577 6.04279
O -1.79466 17.08822 3.39204
H -2.24151 16.56400 4.09624
H -1.03036 17.46096 3.84080
*
```

---

Density functional theory data (ωB97M-V with the def2-TZVPD basis set) for a cluster of 5 separate species, H10O4S2 in total.

As for the SMILES: SS.O.O.O.O. Its frontier orbital gap is 8.9496 eV. The calculation puts the highest occupied orbital energy at -8.6 eV.

Structure (ORCA input):
```
! wB97M-V def2-TZVPD RIJCOSX def2/J DEFGRID3
* xyz 0 1
S 1.00810 -0.70246 2.22169
S -0.61388 -1.89328 1.63582
H 0.16014 0.34510 2.24163
H -0.06094 -2.41466 0.57567
H -1.62444 1.97193 0.16581
H -2.70356 1.82938 1.21051
O -2.15630 1.31569 0.61326
H -1.70942 -0.08144 -1.59665
H -0.54831 0.17879 -0.86552
O -0.77291 -0.35369 -1.65030
H 1.48860 -2.41323 -1.35685
H 1.20571 -0.95607 -1.44642
O 1.62543 -1.59912 -0.87271
H 1.90860 1.53485 -0.99256
H 1.55680 1.44708 0.47726
O 1.23639 1.79114 -0.36063
*
```

---

Density functional theory data (ωB97M-V with the def2-TZVPD basis set) for a cluster of 5 separate species, H10O5 in total.

As for the SMILES: O.O.O.O.O. Its frontier orbital gap is 10.9787 eV. The calculation puts the highest occupied orbital energy at -10.8 eV.

Structure (ORCA input):
```
! wB97M-V def2-TZVPD RIJCOSX def2/J DEFGRID3
* xyz 0 1
O -0.17887 -0.80387 0.02553
H 0.36713 -0.26687 0.60753
H -0.85887 -1.12787 0.56953
O 1.56813 1.02213 1.59553
H 2.24513 0.64413 1.02653
H 1.85113 1.82113 2.08653
O 1.36013 -1.11787 -1.96447
H 0.85613 -0.95287 -1.16847
H 1.32513 -2.06987 -2.10847
O -1.79587 -1.64087 -2.41347
H -1.22987 -1.17787 -1.82347
H -2.68687 -1.40387 -2.15947
O -0.89287 2.63313 2.17353
H -0.20287 2.07013 1.81853
H -1.72687 2.37113 1.73453
*
```

---

Density functional theory data (ωB97M-V with the def2-TZVPD basis set) for a cluster of 5 separate species, H10O5 in total.

As for the SMILES: O.O.O.O.O. Its frontier orbital gap is 11.8624 eV. The calculation puts the highest occupied orbital energy at -11.1 eV.

Structure (ORCA input):
```
! wB97M-V def2-TZVPD RIJCOSX def2/J DEFGRID3
* xyz 0 1
O 0.42815 2.20311 0.13404
H -0.28778 2.25844 -0.49984
H 0.16923 2.72860 0.89068
O 2.10003 0.06301 1.71382
H 2.79021 0.56643 1.38095
H 1.31848 0.40963 1.27766
O -1.27881 -1.26747 -0.89353
H -0.38130 -1.63414 -0.62295
H -1.63117 -1.80717 -1.60228
O 1.42423 -2.05431 0.21300
H 1.84345 -1.55270 0.99047
H 1.34310 -2.99920 0.32413
O -2.55343 1.38692 -0.93397
H -2.00909 0.58105 -0.82353
H -3.27530 1.11780 -1.54866
*
```

---

Density functional theory data (ωB97M-V with the def2-TZVPD basis set) for a cluster of 5 separate species, H10O5 in total.

As for the SMILES: O.O.O.O.O. Its frontier orbital gap is 11.0699 eV. The calculation puts the highest occupied orbital energy at -10.9 eV.

Structure (ORCA input):
```
! wB97M-V def2-TZVPD RIJCOSX def2/J DEFGRID3
* xyz 0 1
O 2.32942 -1.67829 0.78693
H 1.54683 -1.18490 0.49592
H 2.75725 -0.84528 0.75564
O 1.33466 0.80766 2.66838
H 0.93091 0.66727 1.87959
H 1.15051 1.70375 2.70624
O -0.58516 -0.04124 0.34868
H -0.43021 0.38731 -0.59934
H -1.36237 -0.34178 0.52041
O -3.82828 0.18526 -1.01521
H -3.74067 0.53943 -0.03546
H -4.19832 -0.77438 -1.07956
O 1.08446 -0.05794 -2.32502
H 1.53830 0.84676 -2.03437
H 1.47266 -0.21363 -3.07281
*
```

---

Number 1: maximum force 5.0 eV/Å. Number 2: maximum force 10.2 eV/Å. Number 3: maximum force 7.2 eV/Å. Number 4: maximum force 5.5 eV/Å. Number 5: maximum force 3.4 eV/Å. Number 6: maximum force 1.8 eV/Å. Number 7: maximum force 2.0 eV/Å. Number 8: maximum force 2.8 eV/Å. Number 9: maximum force 11.2 eV/Å.